# 1
{
  "formula": "C40H88N4O6",
  "method": "wB97M-V/def2-TZVPD",
  "symbols": ["C", "C", "C", "C", "C", "C", "C", "C", "C", "N", "O", "H", "H", "H", "H", "H", "H", "H", "H", "H", "H", "H", "H", "H", "H", "H", "H", "H", "H", "H", "C", "C", "C", "C", "C", "C", "C", "C", "C", "N", "O", "H", "H", "H", "H", "H", "H", "H", "H", "H", "H", "H", "H", "H", "H", "H", "H", "H", "H", "H", "C", "C", "C", "C", "C", "C", "C", "C", "C", "N", "O", "H", "H", "H", "H", "H", "H", "H", "H", "H", "H", "H", "H", "H", "H", "H", "H", "H", "H", "H", "C", "C", "C", "C", "C", "C", "C", "C", "C", "N", "O", "H", "H", "H", "H", "H", "H", "H", "H", "H", "H", "H", "H", "H", "H", "H", "H", "H", "H", "H", "C", "C", "O", "H", "H", "H", "H", "H", "H", "C", "C", "O", "H", "H", "H", "H", "H", "H"],
  "coordinates": [[1.23, 20.20, -10.53], [1.66, 20.24, -11.99], [1.27, 21.62, -12.56], [3.19, 20.08, -12.01], [3.73, 19.62, -13.38], [3.00, 18.40, -13.91], [1.49, 18.60, -13.96], [1.13, 19.49, -15.17], [0.84, 17.25, -14.19], [1.04, 19.15, -12.70], [-0.35, 19.08, -12.51], [1.35, 19.20, -10.12], [1.85, 20.87, -9.93], [0.20, 20.53, -10.38], [0.19, 21.73, -12.51], [1.78, 22.45, -12.06], [1.63, 21.70, -13.59], [3.70, 21.03, -11.84], [3.45, 19.33, -11.26], [3.56, 20.46, -14.06], [4.80, 19.44, -13.28], [3.23, 17.55, -13.25], [3.42, 18.10, -14.87], [0.89, 18.92, -16.08], [1.89, 20.23, -15.40], [0.12, 19.93, -15.09], [-0.24, 17.28, -14.26], [0.98, 16.61, -13.30], [1.33, 16.71, -15.01], [-0.47, 18.36, -11.88], [4.22, 20.27, -17.63], [4.44, 19.03, -18.49], [3.24, 18.09, -18.27], [4.48, 19.48, -19.94], [5.03, 18.38, -20.85], [6.39, 17.87, -20.33], [6.37, 17.38, -18.89], [5.70, 16.02, -18.73], [7.81, 17.31, -18.41], [5.72, 18.44, -18.12], [5.75, 18.17, -16.72], [3.90, 20.04, -16.61], [5.15, 20.84, -17.54], [3.40, 20.85, -18.07], [2.32, 18.64, -18.10], [3.12, 17.37, -19.08], [3.39, 17.48, -17.37], [3.44, 19.68, -20.22], [5.07, 20.40, -20.03], [4.29, 17.58, -20.81], [5.19, 18.72, -21.87], [7.13, 18.67, -20.44], [6.64, 17.10, -21.06], [4.80, 15.80, -19.31], [5.45, 15.86, -17.68], [6.38, 15.21, -19.00], [8.22, 18.32, -18.32], [8.43, 16.75, -19.10], [7.84, 16.88, -17.41], [6.28, 18.90, -16.39], [5.84, 18.64, -9.54], [6.39, 18.02, -8.24], [7.32, 19.01, -7.53], [5.23, 17.69, -7.31], [5.53, 16.76, -6.16], [6.22, 15.49, -6.63], [7.36, 15.72, -7.64], [8.66, 15.99, -6.86], [7.52, 14.39, -8.38], [7.03, 16.75, -8.60], [8.15, 16.99, -9.44], [5.92, 18.02, -10.42], [4.83, 19.02, -9.42], [6.44, 19.55, -9.70], [8.21, 19.26, -8.11], [6.79, 19.96, -7.39], [7.63, 18.67, -6.55], [4.80, 18.61, -6.89], [4.37, 17.28, -7.86], [6.27, 17.32, -5.57], [4.67, 16.60, -5.51], [5.46, 14.85, -7.09], [6.60, 14.96, -5.75], [9.01, 15.12, -6.30], [8.57, 16.84, -6.18], [9.44, 16.24, -7.57], [8.23, 14.47, -9.21], [6.60, 14.15, -8.93], [7.73, 13.56, -7.72], [7.86, 16.71, -10.32], [0.18, 12.65, -17.60], [1.42, 12.36, -16.70], [2.28, 11.32, -17.42], [2.15, 13.68, -16.50], [3.24, 13.56, -15.43], [2.70, 13.08, -14.08], [1.79, 11.87, -14.20], [2.61, 10.56, -14.16], [0.81, 11.83, -13.00], [0.93, 11.95, -15.39], [0.14, 10.78, -15.54], [-0.74, 12.64, -17.00], [0.05, 11.86, -18.34], [0.27, 13.63, -18.06], [3.31, 11.34, -17.02], [2.48, 11.53, -18.47], [1.98, 10.28, -17.28], [2.69, 13.99, -17.39], [1.45, 14.43, -16.11], [3.83, 14.47, -15.32], [3.96, 12.78, -15.74], [2.19, 13.91, -13.58], [3.58, 12.91, -13.45], [3.29, 10.51, -13.32], [1.93, 9.71, -14.15], [3.15, 10.44, -15.10], [1.33, 12.08, -12.07], [0.06, 12.61, -13.16], [0.43, 10.82, -12.92], [-0.59, 10.92, -14.92], [9.19, 12.62, -15.13], [7.69, 12.59, -15.31], [7.27, 11.29, -15.78], [9.52, 11.73, -14.59], [9.61, 13.56, -14.80], [9.65, 12.45, -16.12], [7.36, 13.31, -16.08], [7.13, 12.75, -14.39], [7.25, 11.31, -16.74], [6.45, 15.83, -14.11], [5.62, 15.10, -13.06], [5.95, 15.55, -11.76], [6.24, 16.90, -14.03], [6.10, 15.59, -15.11], [7.51, 15.63, -14.02], [5.87, 14.04, -13.14], [4.57, 15.34, -13.25], [5.82, 16.49, -11.61]],
  "orbital_gap_ha": 0.3154,
  "relative_energy_kj_mol": 61.1,
  "e_homo_ev": -8.1,
  "mol_weight_g_mol": 721.166,
  "largest_force_ev_per_a": 2.108
}

---

# 2
{
  "formula": "C40H88O20S5",
  "method": "wB97M-V/def2-TZVPD",
  "symbols": ["O", "S", "O", "C", "C", "C", "C", "H", "H", "H", "H", "H", "H", "H", "H", "O", "S", "O", "C", "C", "C", "C", "H", "H", "H", "H", "H", "H", "H", "H", "O", "S", "O", "C", "C", "C", "C", "H", "H", "H", "H", "H", "H", "H", "H", "O", "S", "O", "C", "C", "C", "C", "H", "H", "H", "H", "H", "H", "H", "H", "O", "S", "O", "C", "C", "C", "C", "H", "H", "H", "H", "H", "H", "H", "H", "C", "O", "C", "C", "O", "C", "C", "O", "C", "H", "H", "H", "H", "H", "H", "H", "H", "H", "H", "H", "H", "H", "H", "C", "O", "C", "C", "O", "C", "C", "O", "C", "H", "H", "H", "H", "H", "H", "H", "H", "H", "H", "H", "H", "H", "H", "C", "O", "C", "C", "O", "C", "H", "H", "H", "H", "H", "H", "H", "H", "H", "H", "C", "O", "C", "C", "O", "C", "H", "H", "H", "H", "H", "H", "H", "H", "H", "H"],
  "coordinates": [[1.14, 6.81, 0.79], [1.40, 5.40, 0.56], [0.24, 4.56, 0.46], [2.43, 5.06, -0.83], [3.27, 3.82, -0.39], [3.70, 4.08, 1.04], [2.54, 4.81, 1.75], [3.08, 5.92, -1.00], [1.81, 4.88, -1.72], [2.66, 2.96, -0.48], [4.09, 3.69, -1.11], [4.57, 4.74, 1.17], [3.83, 3.11, 1.46], [2.94, 5.73, 2.20], [2.03, 4.22, 2.58], [-2.31, 0.86, -6.20], [-3.42, 1.31, -5.44], [-4.09, 2.50, -5.86], [-4.64, 0.09, -5.31], [-4.71, -0.41, -3.89], [-4.34, 0.81, -3.03], [-3.08, 1.44, -3.65], [-4.44, -0.67, -6.01], [-5.50, 0.59, -5.79], [-5.71, -0.85, -3.70], [-3.99, -1.19, -3.77], [-4.14, 0.50, -1.99], [-5.18, 1.57, -3.05], [-2.12, 0.93, -3.48], [-2.90, 2.47, -3.44], [-3.01, -0.81, 1.69], [-3.70, -2.13, 1.67], [-5.12, -2.03, 1.48], [-2.87, -3.20, 0.45], [-2.77, -4.58, 1.20], [-2.24, -4.13, 2.56], [-3.21, -3.06, 3.11], [-1.84, -2.79, 0.38], [-3.37, -3.31, -0.45], [-3.73, -5.00, 1.24], [-2.09, -5.33, 0.78], [-1.26, -3.78, 2.46], [-2.13, -4.93, 3.30], [-2.86, -2.40, 3.88], [-4.15, -3.49, 3.35], [-2.11, 2.74, -1.00], [-3.23, 3.51, -0.45], [-4.48, 3.33, -1.08], [-3.55, 3.15, 1.32], [-2.79, 4.21, 2.06], [-2.93, 5.52, 1.29], [-2.83, 5.21, -0.18], [-3.37, 2.09, 1.48], [-4.61, 3.32, 1.45], [-3.18, 4.41, 3.11], [-1.77, 3.97, 2.15], [-2.14, 6.15, 1.63], [-3.93, 6.04, 1.48], [-1.79, 5.36, -0.49], [-3.42, 5.85, -0.82], [2.46, -0.78, 2.05], [1.01, -0.84, 1.76], [0.22, -2.01, 2.17], [0.35, 0.68, 2.46], [0.04, 1.56, 1.25], [0.68, 1.04, -0.01], [0.69, -0.45, 0.02], [1.08, 1.06, 3.12], [-0.62, 0.48, 3.04], [-0.98, 1.63, 1.03], [0.25, 2.63, 1.37], [1.69, 1.43, -0.11], [0.06, 1.44, -0.79], [1.58, -0.85, -0.53], [-0.22, -0.92, -0.36], [-5.69, 1.08, 3.22], [-4.68, 1.62, 4.00], [-4.02, 0.62, 4.69], [-2.72, 1.17, 5.10], [-1.97, 0.47, 6.07], [-1.83, -0.90, 5.77], [-0.56, -1.39, 6.40], [0.58, -1.03, 5.70], [1.59, -0.69, 6.70], [-5.22, 0.35, 2.55], [-6.10, 1.87, 2.68], [-6.47, 0.58, 3.88], [-3.95, -0.24, 3.98], [-4.63, 0.32, 5.59], [-2.92, 2.17, 5.53], [-2.09, 1.22, 4.19], [-1.71, -0.93, 4.66], [-2.67, -1.50, 6.05], [-0.71, -2.48, 6.54], [-0.72, -0.96, 7.48], [1.32, 0.22, 7.26], [2.49, -0.51, 6.10], [1.61, -1.54, 7.44], [0.70, 5.24, -5.32], [0.75, 4.05, -4.54], [0.06, 2.94, -5.04], [0.56, 1.79, -4.29], [1.86, 1.47, -4.74], [2.38, 0.21, -4.27], [1.43, -1.01, -4.37], [0.63, -0.98, -3.16], [-0.49, -1.89, -3.24], [1.15, 6.08, -4.79], [-0.28, 5.59, -5.43], [1.10, 5.01, -6.31], [0.35, 2.72, -6.12], [-1.06, 2.96, -4.91], [-0.01, 0.92, -4.47], [0.59, 2.01, -3.24], [2.66, 0.37, -3.20], [3.27, 0.03, -4.86], [1.84, -1.96, -4.38], [0.73, -1.00, -5.24], [-0.09, -2.85, -3.38], [-1.19, -1.64, -4.07], [-0.99, -1.87, -2.28], [2.33, -4.30, 1.86], [3.44, -4.95, 1.26], [4.64, -4.57, 1.97], [5.76, -5.44, 1.43], [6.06, -5.11, 0.12], [6.62, -6.13, -0.70], [2.04, -4.98, 2.68], [1.49, -4.15, 1.15], [2.63, -3.31, 2.28], [4.53, -4.87, 3.00], [4.78, -3.43, 2.01], [5.25, -6.51, 1.42], [6.60, -5.40, 2.16], [7.64, -6.31, -0.34], [6.67, -5.74, -1.70], [6.06, -7.07, -0.68], [4.68, -0.38, -1.60], [3.71, -1.39, -1.71], [4.23, -2.65, -1.79], [3.13, -3.68, -1.55], [2.32, -4.08, -2.67], [3.08, -4.64, -3.63], [5.24, -0.29, -2.51], [5.46, -0.62, -0.86], [4.21, 0.60, -1.31], [4.95, -2.90, -0.95], [4.78, -2.88, -2.73], [2.47, -3.17, -0.84], [3.54, -4.61, -1.13], [3.90, -4.02, -4.10], [2.43, -4.81, -4.44], [3.48, -5.63, -3.39]],
  "orbital_gap_ha": 0.3489,
  "e_homo_ev": -9.1,
  "mol_weight_g_mol": 1049.459,
  "largest_force_ev_per_a": 3.602
}

---

# 3
{
  "formula": "C40H92BIN8O11PS",
  "method": "wB97M-V/def2-TZVPD",
  "symbols": ["C", "C", "C", "O", "C", "C", "C", "C", "N", "I", "C", "P", "S", "C", "B", "O", "N", "C", "C", "C", "C", "O", "C", "C", "O", "C", "C", "O", "C", "C", "N", "C", "O", "H", "H", "H", "H", "H", "H", "H", "H", "H", "H", "H", "H", "H", "H", "H", "H", "H", "H", "H", "H", "H", "H", "H", "H", "H", "H", "H", "H", "H", "H", "H", "H", "H", "H", "H", "H", "H", "C", "C", "C", "O", "C", "N", "H", "H", "H", "H", "H", "H", "H", "H", "H", "H", "H", "C", "C", "C", "O", "C", "N", "H", "H", "H", "H", "H", "H", "H", "H", "H", "H", "H", "C", "C", "C", "O", "C", "N", "H", "H", "H", "H", "H", "H", "H", "H", "H", "H", "H", "C", "C", "C", "O", "C", "N", "H", "H", "H", "H", "H", "H", "H", "H", "H", "H", "H", "C", "C", "C", "O", "C", "N", "H", "H", "H", "H", "H", "H", "H", "H", "H", "H", "H"],
  "coordinates": [[5.03, 0.14, 1.77], [4.15, 0.91, 1.50], [2.90, 1.70, 1.31], [2.79, 2.65, 2.33], [3.93, 3.48, 2.55], [3.45, 4.81, 3.12], [4.62, 5.69, 3.55], [2.96, 2.39, -0.08], [2.28, 1.64, -1.18], [3.04, 2.29, -3.06], [2.25, 0.14, -1.04], [3.90, -0.61, -1.56], [3.69, -1.47, -3.27], [1.81, -0.36, 0.36], [0.52, -1.33, 0.23], [-0.07, -1.55, -1.01], [-0.03, -1.94, 1.43], [0.54, -3.31, 1.43], [-1.51, -1.95, 1.38], [1.67, 0.75, 1.42], [0.41, 1.65, 1.07], [-0.57, 1.52, 2.05], [-1.68, 2.40, 1.84], [-2.93, 1.53, 1.81], [-4.10, 2.28, 1.76], [-5.20, 1.35, 1.79], [-6.46, 2.13, 1.46], [-7.52, 1.21, 1.29], [-8.81, 1.76, 1.48], [-9.60, 1.78, 0.17], [1.48, 0.27, 2.76], [2.15, -0.64, 3.22], [2.72, -1.51, 3.73], [5.84, -0.45, 2.13], [4.57, 3.01, 3.30], [4.49, 3.68, 1.63], [2.81, 5.29, 2.36], [2.78, 4.57, 3.95], [4.28, 6.72, 3.62], [5.45, 5.62, 2.84], [4.92, 5.40, 4.56], [3.99, 2.55, -0.38], [2.49, 3.38, 0.00], [1.31, 1.95, -1.23], [1.58, -0.23, -1.81], [4.91, 0.37, -1.43], [4.22, -1.55, -0.57], [2.61, -1.03, 0.68], [0.31, -2.25, -1.60], [0.71, -3.67, 2.44], [-0.11, -4.01, 0.90], [1.49, -3.31, 0.89], [-1.90, -1.89, 2.40], [-1.89, -1.09, 0.84], [-1.91, -2.87, 0.94], [0.70, 2.70, 1.03], [0.00, 1.38, 0.08], [-1.58, 2.95, 0.90], [-1.73, 3.14, 2.63], [-2.83, 0.86, 0.94], [-2.88, 0.91, 2.72], [-5.00, 0.54, 1.08], [-5.22, 0.92, 2.80], [-6.26, 2.70, 0.55], [-6.64, 2.83, 2.28], [-8.78, 2.78, 1.88], [-9.33, 1.14, 2.22], [-9.09, 2.44, -0.53], [-9.64, 0.78, -0.24], [-10.60, 2.17, 0.37], [-1.81, 0.91, 5.86], [-3.14, 1.50, 6.34], [-3.53, 1.08, 7.76], [-4.04, -0.24, 7.86], [-3.07, -1.26, 7.94], [-4.18, 1.19, 5.36], [-1.92, -0.14, 5.58], [-1.45, 1.44, 4.99], [-1.05, 0.98, 6.64], [-3.01, 2.59, 6.36], [-4.35, 1.73, 8.09], [-2.70, 1.22, 8.46], [-2.19, -0.93, 8.50], [-2.77, -1.61, 6.95], [-3.52, -2.10, 8.47], [-5.03, 1.67, 5.60], [-4.41, 0.20, 5.47], [-4.96, -3.66, -0.66], [-3.77, -4.60, -0.74], [-4.02, -5.85, -1.60], [-4.81, -6.84, -0.98], [-6.21, -6.64, -1.05], [-3.34, -4.94, 0.62], [-5.73, -4.03, 0.01], [-4.64, -2.69, -0.28], [-5.41, -3.50, -1.65], [-2.95, -4.06, -1.22], [-3.06, -6.34, -1.79], [-4.44, -5.59, -2.58], [-6.50, -6.17, -1.99], [-6.57, -6.03, -0.22], [-6.69, -7.62, -0.98], [-2.48, -5.49, 0.57], [-4.02, -5.60, 1.01], [1.34, -3.79, -4.27], [1.25, -4.60, -2.98], [0.82, -6.06, -3.18], [-0.56, -6.22, -3.42], [-0.98, -6.02, -4.76], [0.38, -3.90, -2.02], [0.36, -3.50, -4.67], [1.86, -2.87, -4.04], [1.87, -4.34, -5.05], [2.26, -4.62, -2.54], [1.02, -6.61, -2.26], [1.41, -6.54, -3.98], [-0.22, -6.36, -5.47], [-1.22, -4.97, -4.95], [-1.89, -6.61, -4.91], [0.42, -4.41, -1.13], [-0.58, -4.01, -2.32], [-0.65, 0.98, -8.30], [0.41, 0.68, -7.25], [0.83, -0.80, -7.20], [-0.10, -1.66, -6.56], [-1.18, -2.09, -7.38], [-0.06, 1.16, -5.95], [-1.64, 0.66, -7.99], [-0.70, 2.06, -8.48], [-0.41, 0.50, -9.25], [1.31, 1.24, -7.51], [1.74, -0.88, -6.59], [1.08, -1.18, -8.20], [-0.86, -2.24, -8.42], [-2.01, -1.39, -7.35], [-1.52, -3.05, -6.98], [0.69, 1.05, -5.27], [-0.77, 0.51, -5.63], [9.92, 5.71, -0.81], [8.62, 6.41, -0.43], [8.19, 6.16, 1.02], [7.61, 4.88, 1.25], [8.54, 3.83, 1.45], [7.58, 6.05, -1.39], [9.77, 4.64, -0.99], [10.31, 6.13, -1.74], [10.68, 5.82, -0.04], [8.80, 7.49, -0.52], [7.40, 6.88, 1.27], [9.01, 6.34, 1.72], [9.43, 4.18, 1.98], [8.83, 3.37, 0.50], [8.04, 3.07, 2.06], [6.74, 6.60, -1.21], [7.29, 5.09, -1.18]],
  "orbital_gap_ha": 0.2014,
  "e_homo_ev": -10.6,
  "mol_weight_g_mol": 1061.978,
  "charge": 1,
  "largest_force_ev_per_a": 1.713
}

---

Which formula does entry 3 have? C40H92BIN8O11PS